{
  "formula": "C26H36N6O5PbS4Si",
  "method": "ωB97M-V/def2-TZVPD",
  "homo_energy_ev": -8.175,
  "charge": 0,
  "homo_lumo_gap_ev": 7.2,
  "species": ["Pb", "S", "S", "S", "S", "Si", "O", "O", "O", "O", "O", "N", "N", "N", "N", "N", "N", "C", "C", "C", "C", "C", "C", "C", "C", "C", "C", "C", "C", "C", "C", "C", "C", "C", "C", "C", "C", "C", "C", "C", "C", "C", "C", "H", "H", "H", "H", "H", "H", "H", "H", "H", "H", "H", "H", "H", "H", "H", "H", "H", "H", "H", "H", "H", "H", "H", "H", "H", "H", "H", "H", "H", "H", "H", "H", "H", "H", "H", "H"],
  "positions_angstrom": [[-2.65448, -0.61489, 2.51441], [-1.52645, 0.87935, 0.49384], [-5.19677, -1.41083, -0.02359], [-4.06366, 1.76963, 2.57998], [-0.21840, 1.24731, 2.10579], [1.66165, 0.44609, 1.32921], [-5.62748, -0.15559, 0.53180], [1.94870, -0.73790, 2.40430], [2.81630, 1.56787, 1.33451], [-6.01306, -2.58269, 0.11467], [1.36975, -0.15050, -0.13522], [-3.73999, -1.66038, 0.67576], [-1.67895, -2.52274, 0.94616], [-4.53482, 5.01131, 0.98070], [-1.50901, 3.97440, -1.38541], [-3.09102, -3.47282, -0.71556], [-4.27118, -0.35676, -5.76481], [1.47005, -1.27250, -2.20423], [4.52897, 3.17759, 1.52271], [-1.95341, 3.28209, -0.57984], [-4.04737, 3.98043, 1.11527], [-4.53018, 0.14278, -2.13720], [-5.03863, -2.15765, -2.65571], [2.66227, 3.12448, 3.18329], [-0.71518, -3.37298, 0.62361], [3.04081, 2.93960, 1.72191], [1.72973, 0.06061, -1.52292], [3.16849, -1.44921, 2.71512], [-4.30100, 0.39857, -3.47498], [-4.82214, -1.89925, -3.99377], [-3.43087, 2.67843, 1.29728], [-4.44630, -0.62037, -4.42088], [-2.84407, -2.59142, 0.25986], [-4.89123, -1.13633, -1.72457], [0.83620, 1.14782, -2.09521], [3.19488, 0.45087, -1.64336], [2.21998, 3.83991, 0.81259], [3.98712, -1.66451, 1.44955], [-2.10248, -4.29948, -1.02418], [-0.86930, -4.30366, -0.38549], [-2.42281, 2.36795, 0.42035], [3.94909, -0.63065, 3.73244], [2.73074, -2.77668, 3.30820], [2.40851, 4.88753, 1.05277], [3.83921, -0.32835, -1.23388], [0.98265, 2.09511, -1.57116], [-3.78306, 0.48368, -6.01846], [2.03597, -2.60812, 4.13133], [-5.33065, -3.14213, -2.31956], [3.34536, -0.46394, 4.62584], [1.59136, 2.98361, 3.33889], [1.06673, 1.30417, -3.15038], [2.23639, -3.39049, 2.55282], [1.15110, 3.65203, 0.92982], [4.34278, -0.71097, 1.05257], [-2.31072, -5.00389, -1.82331], [4.78773, 4.20395, 1.78534], [2.91283, 4.13643, 3.50519], [2.49104, 3.67421, -0.23146], [-4.45001, 0.93665, -1.40575], [1.71475, -1.20912, -3.26562], [-4.12979, -1.13571, -6.38266], [-0.21275, 0.86778, -2.01192], [-4.94927, -2.68834, -4.72580], [4.80359, 3.00532, 0.48114], [3.20765, 2.41810, 3.81107], [3.38467, -2.16122, 0.68654], [0.20621, -3.28978, 1.19138], [4.22380, 0.33585, 3.30825], [2.08238, -2.05461, -1.75197], [-4.02895, 1.39677, -3.79763], [3.40004, 1.38302, -1.11821], [3.44541, 0.58340, -2.69672], [-0.08306, -4.99166, -0.65505], [5.10975, 2.50046, 2.15110], [0.41947, -1.55062, -2.10284], [4.85780, -2.28590, 1.66497], [4.86259, -1.15343, 4.02137], [3.59392, -3.32707, 3.68560]],
  "forces_ev_per_angstrom": [[-0.6, -0.3, -0.1], [0.1, -0.1, 0.1], [-0.1, -0.1, 0.0], [0.1, 0.1, 0.0], [0.3, 0.1, 0.0], [-0.1, 0.0, 0.0], [-0.1, -0.1, 0.2], [0.0, 0.0, -0.1], [0.1, -0.1, 0.0], [0.0, 0.1, 0.0], [0.1, -0.1, 0.0], [0.4, 0.1, 0.2], [0.2, 0.1, 0.0], [0.0, 0.0, 0.0], [0.0, 0.0, 0.0], [0.0, 0.0, 0.0], [-0.1, 0.0, 0.0], [0.0, 0.0, 0.0], [0.0, 0.0, 0.0], [-0.1, -0.2, 0.2], [0.1, -0.2, 0.0], [0.0, -0.1, 0.0], [0.0, 0.1, 0.1], [0.0, 0.0, 0.1], [0.1, 0.1, 0.0], [-0.1, 0.0, 0.0], [-0.1, 0.1, 0.1], [0.0, 0.1, 0.0], [0.0, 0.0, 0.1], [0.0, 0.0, 0.0], [-0.2, 0.2, 0.0], [0.0, -0.1, -0.1], [-0.1, 0.0, 0.1], [0.1, 0.1, -0.2], [0.0, 0.0, 0.0], [0.0, 0.0, 0.0], [0.0, 0.1, 0.0], [0.0, 0.0, 0.0], [0.0, 0.0, 0.0], [0.0, 0.0, 0.0], [0.1, 0.2, -0.3], [0.0, 0.0, 0.0], [0.0, -0.1, 0.0], [0.0, 0.0, 0.0], [0.0, 0.0, 0.0], [0.0, 0.0, 0.0], [0.0, 0.0, 0.0], [0.0, 0.0, 0.0], [0.0, 0.0, 0.0], [0.0, 0.0, 0.0], [0.0, 0.0, 0.0], [0.0, 0.0, 0.0], [0.0, 0.0, 0.0], [0.0, 0.0, 0.0], [0.0, 0.0, 0.0], [0.0, 0.0, 0.0], [0.0, 0.0, 0.0], [0.0, 0.0, 0.0], [0.0, 0.0, 0.0], [0.0, 0.0, 0.0], [0.0, 0.0, 0.0], [0.0, 0.0, 0.0], [0.0, 0.0, 0.0], [0.0, 0.0, 0.0], [0.0, 0.0, 0.0], [0.0, 0.0, 0.0], [0.0, 0.0, 0.0], [0.0, 0.0, 0.0], [0.0, 0.0, 0.0], [0.0, 0.0, 0.0], [0.0, 0.0, 0.0], [0.0, 0.0, 0.0], [0.0, 0.0, 0.0], [0.0, 0.0, 0.0], [0.0, 0.0, 0.0], [0.0, 0.0, 0.0], [0.0, 0.0, 0.0], [0.0, 0.0, 0.0], [0.0, 0.0, 0.0]],
  "mulliken_charge": [0.773, 0.320, 1.265, -0.327, -0.588, -0.490, -0.681, -0.500, 0.804, -0.734, 0.222, -0.457, -0.089, -0.443, -0.564, -0.404, -0.535, -1.655, -1.642, -0.539, -0.250, -0.304, -0.307, -1.449, 0.189, 1.583, 1.731, 1.728, -1.001, -0.753, 1.204, 1.132, 0.503, -0.439, -1.210, -1.508, -1.445, -1.145, -0.316, -0.709, 0.372, -1.399, -1.722, 0.560, 0.292, 0.167, 0.211, 0.372, 0.473, 0.347, 0.238, 0.555, 0.320, 0.204, 0.087, 0.432, 0.428, 0.524, 0.251, 0.669, 0.394, 0.204, 0.106, 0.298, 0.331, 0.271, 0.134, 0.100, -0.046, 0.311, 0.357, 0.149, 0.530, 0.435, 0.333, 0.232, 0.587, 0.514, 0.416]
}

***

{
  "formula": "C26H37BrN4O3RuSSi3",
  "method": "ωB97M-V/def2-TZVPD",
  "de_lowest_kj_mol": 0.00,
  "homo_energy_ev": [-7.754, -7.892],
  "charge": 0,
  "s2": 6.020,
  "multiplicity": 5,
  "homo_lumo_gap_ev": [8.2, 6.9],
  "species": ["Ru", "Br", "S", "Si", "Si", "Si", "O", "O", "O", "N", "N", "N", "N", "C", "C", "C", "C", "C", "C", "C", "C", "C", "C", "C", "C", "C", "C", "C", "C", "C", "C", "C", "C", "C", "C", "C", "C", "C", "C", "H", "H", "H", "H", "H", "H", "H", "H", "H", "H", "H", "H", "H", "H", "H", "H", "H", "H", "H", "H", "H", "H", "H", "H", "H", "H", "H", "H", "H", "H", "H", "H", "H", "H", "H", "H", "H"],
  "positions_angstrom": [[-0.36154, 0.25195, -0.40562], [-5.74210, -4.33577, -4.62921], [2.11564, -0.23953, 0.39545], [0.86512, 2.46853, -0.48658], [3.66244, -1.34325, 3.41608], [-2.14273, 2.01973, -0.55510], [-2.67658, -3.23851, -0.27157], [-2.05702, -1.10742, -0.40672], [0.36036, -0.89511, -2.14648], [0.39817, -2.92275, -1.09618], [1.61202, -2.53809, -3.02131], [-0.07987, -0.52577, 1.69618], [-3.09919, -1.19971, -4.50986], [-0.54899, 6.31853, -1.33192], [3.84184, -2.77906, 4.60943], [1.25235, -0.68621, 1.83103], [4.19675, 0.24243, 4.25260], [-0.46172, -1.33286, 3.88260], [-2.59925, -2.17844, -0.88404], [-0.20388, 3.96954, -0.88488], [1.81751, -1.16612, 3.02918], [4.75467, -1.69154, 1.94428], [0.75402, -4.32626, -1.05519], [-2.88162, 1.81879, 1.16258], [-0.92199, -0.85852, 2.67730], [-2.44629, 4.86231, -1.07456], [1.66161, 2.90883, 1.15946], [-1.58870, 3.77755, -0.86257], [0.91676, -1.47057, 4.04383], [-4.03297, -3.10223, -2.70387], [-3.99169, -2.10955, -4.88164], [0.75942, -2.08748, -2.07603], [-3.48099, 1.60509, -1.79314], [2.12237, 2.27465, -1.86642], [-2.68403, -1.21381, -3.24531], [-4.47975, -3.07147, -4.00906], [-1.92888, 6.12491, -1.30755], [0.30667, 5.25111, -1.11671], [-3.11708, -2.13730, -2.30375], [1.84393, -1.90162, -3.76188], [2.65703, 3.21999, -2.00026], [1.83837, -4.44732, -1.08309], [-3.72373, 2.50901, 1.27126], [4.39663, -2.54492, 1.36508], [1.84583, 3.98618, 1.17819], [0.98472, 2.67931, 1.98721], [-4.25588, 2.37269, -1.69335], [1.82932, -3.51100, -3.12625], [-2.59460, 6.96288, -1.47373], [5.24674, 0.19515, 4.55209], [2.85040, 1.49527, -1.64630], [-2.16074, 2.04261, 1.95159], [-3.52263, 4.72443, -1.06103], [4.89514, -2.91345, 4.86802], [0.39449, -4.73805, -0.11698], [3.29563, -2.63305, 5.54262], [4.07460, 1.09547, 3.58098], [-1.97558, -0.74271, 2.46124], [0.29464, -4.89294, -1.86982], [-0.37097, -2.62747, -0.51120], [-3.25489, 0.80126, 1.29026], [1.28917, -1.83727, 4.99390], [3.59858, 0.43410, 5.14643], [-3.93399, 0.63553, -1.58961], [1.62713, 2.03584, -2.80963], [4.82307, -0.83881, 1.27059], [-1.95158, -0.46921, -2.97028], [-4.33231, -2.07849, -5.90989], [-3.13242, 1.62431, -2.82569], [5.75704, -1.92659, 2.31459], [-1.15478, -1.59254, 4.66971], [-0.14723, 7.30659, -1.52050], [3.48932, -3.70852, 4.15601], [1.37909, 5.42075, -1.13455], [-4.36661, -3.84935, -1.99715], [2.59623, 2.37533, 1.32667]],
  "forces_ev_per_angstrom": [[0.1, 0.0, 0.1], [0.0, 0.0, 0.0], [0.0, 0.0, 0.0], [-0.1, 0.0, 0.1], [0.0, 0.1, 0.0], [0.1, 0.0, 0.0], [0.0, 0.1, 0.0], [-0.1, 0.0, -0.3], [0.0, -0.2, 0.0], [-0.1, -0.1, -0.1], [0.0, 0.0, 0.0], [0.0, -0.1, 0.0], [0.0, 0.0, 0.0], [0.0, 0.0, 0.0], [0.0, 0.0, 0.0], [0.0, 0.1, 0.1], [0.0, 0.0, 0.0], [0.0, 0.0, 0.0], [0.2, -0.1, 0.2], [-0.1, 0.0, 0.0], [0.0, -0.1, 0.1], [0.0, 0.0, 0.0], [0.0, 0.0, 0.0], [0.0, 0.0, 0.0], [0.0, 0.0, 0.0], [0.0, 0.0, 0.0], [0.0, 0.0, 0.0], [0.1, 0.0, 0.0], [-0.1, 0.0, -0.1], [0.0, 0.0, 0.0], [0.0, 0.0, 0.0], [0.0, 0.1, -0.1], [0.0, 0.0, 0.0], [0.0, 0.0, 0.0], [0.0, 0.0, 0.0], [0.0, 0.0, 0.0], [0.1, 0.0, 0.0], [0.0, 0.0, 0.0], [-0.1, 0.0, 0.1], [0.0, 0.0, 0.0], [0.0, 0.0, 0.0], [0.0, 0.0, 0.0], [0.0, 0.0, 0.0], [0.0, 0.0, 0.0], [0.0, 0.0, 0.0], [0.0, 0.0, 0.0], [0.0, 0.0, 0.0], [0.0, 0.0, 0.0], [0.0, 0.0, 0.0], [0.0, 0.0, 0.0], [0.0, 0.0, 0.0], [0.0, 0.0, 0.0], [0.0, 0.0, 0.0], [0.0, 0.0, 0.0], [0.0, 0.0, 0.0], [0.0, 0.0, 0.0], [0.0, 0.0, 0.0], [0.0, 0.0, 0.0], [0.0, 0.0, 0.0], [0.0, 0.1, 0.1], [0.0, 0.0, 0.0], [0.0, 0.0, 0.0], [0.0, 0.0, 0.0], [0.0, 0.0, 0.0], [0.0, 0.0, 0.0], [0.0, 0.0, 0.0], [0.0, 0.0, 0.0], [0.0, 0.0, 0.0], [0.0, 0.0, 0.0], [0.0, 0.0, 0.0], [0.0, 0.0, 0.0], [0.0, 0.0, 0.0], [0.0, 0.0, 0.0], [0.0, 0.0, 0.0], [0.0, 0.0, 0.0], [0.0, 0.0, 0.0]],
  "mulliken_spin": [3.412, 0.000, 0.188, 0.025, -0.004, 0.024, 0.012, 0.057, 0.083, 0.018, 0.008, 0.062, 0.001, 0.000, 0.000, 0.055, 0.001, 0.002, 0.020, -0.010, -0.037, 0.010, -0.001, 0.030, 0.030, -0.005, 0.001, -0.026, 0.011, -0.002, 0.000, -0.011, 0.009, 0.006, -0.006, 0.000, 0.000, -0.002, -0.013, -0.001, 0.002, 0.000, 0.003, 0.000, 0.001, 0.002, 0.000, 0.000, 0.000, 0.000, 0.006, 0.007, 0.000, 0.000, 0.000, 0.000, 0.000, 0.001, 0.001, 0.008, 0.001, 0.000, 0.000, 0.000, 0.004, -0.002, 0.016, 0.000, 0.002, 0.001, 0.001, 0.000, 0.000, 0.000, 0.000, 0.001]
}